No. 1
The following is a quantum chemistry calculation of C5H8O as an isolated structure, from the OMol25 dataset.

Geometry as XYZ:
```
14
Properties=species:S:1:pos:R:3:lowdin_charge:R:1
C 1.61 -0.58 -0.33 -0.07
C 0.48 -0.49 0.68 -0.40
O 0.46 0.55 1.44 -0.11
C -1.11 -0.60 -0.53 -0.07
C -1.44 0.72 -0.44 -0.13
C -1.28 1.85 0.10 0.07
H 1.60 0.30 -0.98 0.09
H 2.56 -0.58 0.22 0.08
H 1.56 -1.49 -0.93 0.07
H 0.20 -1.43 1.16 0.13
H -0.32 1.45 0.87 0.09
H -0.66 -0.96 -1.46 0.09
H -1.79 -1.31 -0.07 0.10
H -1.67 2.85 0.11 0.07
```

For the frontier orbital gap, the calculation gives 10.268 eV. The calculation puts the energy above the lowest of the compared OMol25 structures with the same formula, charge and spin at 375.96 kJ/mol. The HOMO energy comes out at -9.515 eV. The LUMO energy comes out at 0.753 eV.

***

No. 2
The following is a quantum chemistry calculation of a 2-piece molecular cluster, C5H8O overall, from the OMol25 dataset.

Geometry as XYZ:
```
14
Properties=species:S:1:pos:R:3:lowdin_charge:R:1
O 0.46 -0.21 -2.48 0.09
C 0.37 -0.23 -1.27 -0.39
C 1.23 0.58 -0.30 -0.11
C 0.74 0.13 1.05 -0.13
C -0.27 -0.74 0.96 -0.15
C -0.62 -1.07 -0.46 -0.12
H 2.30 0.39 -0.49 0.12
H 1.07 1.65 -0.48 0.12
H 1.15 0.51 1.98 0.10
H -1.54 1.78 0.38 0.06
H -1.92 1.27 0.76 0.05
H -0.82 -1.13 1.81 0.10
H -0.50 -2.13 -0.70 0.12
H -1.65 -0.80 -0.75 0.12
```

For the frontier orbital gap, the calculation gives 10.719 eV. The calculation puts the energy above the lowest of the compared OMol25 structures with the same formula, charge and spin at 155.73 kJ/mol. The HOMO energy comes out at -9.565 eV. The LUMO energy comes out at 1.154 eV.

***

No. 3
The following is a quantum chemistry calculation of C5H8O as an isolated structure, from the OMol25 dataset.

Geometry as XYZ:
```
14
Properties=species:S:1:pos:R:3:lowdin_charge:R:1
C -1.30 -1.00 -0.49 -0.06
C -1.47 0.51 -0.50 -0.06
C -0.15 -0.10 -0.18 -0.49
C 0.70 0.05 1.06 -0.05
C 1.80 0.40 0.04 -0.16
O 0.96 0.04 -1.06 -0.05
H -1.28 -1.51 -1.45 0.11
H -1.74 -1.56 0.32 0.10
H -2.04 0.98 0.29 0.10
H -1.56 0.99 -1.48 0.11
H 0.88 -0.89 1.59 0.11
H 0.42 0.83 1.77 0.11
H 2.07 1.46 0.01 0.12
H 2.72 -0.20 0.07 0.11
```

For the frontier orbital gap, the calculation gives 10.204 eV. The calculation puts the energy above the lowest of the compared OMol25 structures with the same formula, charge and spin at 205.92 kJ/mol. The HOMO energy comes out at -8.999 eV. The LUMO energy comes out at 1.205 eV.

***

No. 4
The following is a quantum chemistry calculation of the molecule C5H8O at a distorted geometry, from the OMol25 dataset.

Geometry as XYZ:
```
14
Properties=species:S:1:pos:R:3:lowdin_charge:R:1
C -0.81 -1.10 0.53 -0.09
C -0.18 0.08 -0.24 -0.38
C -0.84 0.38 -1.53 -0.11
C 1.02 0.64 0.10 -0.07
C 1.64 0.48 1.36 -0.25
H -1.45 -0.76 1.54 0.13
H -1.48 -1.72 -0.20 0.08
H 0.05 -1.70 1.10 0.10
H -1.75 1.23 -1.34 0.14
H -1.45 -0.56 -1.88 0.08
H -0.06 0.86 -2.42 0.15
H 1.38 1.34 -0.65 0.11
H 1.21 -0.24 2.04 0.10
O 2.72 1.07 1.59 0.01
```

For the frontier orbital gap, the calculation gives 9.519 eV. The calculation puts the energy above the lowest of the compared OMol25 structures with the same formula, charge and spin at 258.60 kJ/mol. The HOMO energy comes out at -9.547 eV. The LUMO energy comes out at -0.028 eV.

***

> The highest HOMO belongs to which entry?

number 3